Here is 2 unconnected molecules or ions with the total composition CH2I2S from the OMol25 dataset. Energies are from ωB97M-V/def2-TZVPD.

Structure (XYZ):
```
6
Properties=species:S:1:pos:R:3:forces:R:3
I 1.063104 -0.314122 1.639244 -0.1 0.5 -0.8
H 1.956206 1.213814 -0.476324 1.9 0.8 0.3
C 1.124450 0.651232 -0.223040 1.9 -1.3 3.4
I -3.313188 -2.363774 1.344531 0.1 0.0 0.0
H -0.854604 -0.016351 -0.937749 -1.3 -1.1 0.4
S 0.024032 0.829201 -1.346662 -2.5 1.2 -3.2
```
Forces are in eV/Å.

DFT total energy = -28102.974 eV
ΔE to the lowest compared entry with this formula, charge and spin = 57.4 kcal per mole
highest occupied orbital energy (alpha / beta) = -9.82 / -7.11 eV
molecular weight = 299.90 g mol⁻¹